[1]
C23H50N6O11 | ωB97M-V/def2-TZVPD

Output
Total charge = -2
HOMO = -0.85 eV
Largest force on an atom = 0.04518 Eh/bohr
Gap between HOMO and LUMO = 4.87 eV
ΔE to the lowest compared entry with this formula, charge and spin = 0.0 kJ/mol
LUMO = 0.14786 Ha

CARTESIAN COORDINATES (ANGSTROEM)
O 0.976 -0.870 -1.887
C 1.245 -0.334 -0.662
C 0.151 0.108 0.373
O -1.073 0.605 0.020
H 1.833 0.603 -0.852
H 1.988 -0.896 -0.028
H 0.684 0.700 1.162
H -0.057 -0.820 0.988
C 4.838 -1.761 0.236
C 5.403 -0.370 0.027
O 6.446 -0.365 1.042
C 6.271 -1.394 1.886
O 7.033 -1.725 2.746
O 5.121 -2.046 1.597
H 5.339 -2.447 -0.452
H 3.754 -1.751 0.120
H 4.671 0.398 0.275
H 5.806 -0.255 -0.974
C 2.440 3.323 -4.947
C 1.723 2.084 -4.463
O 0.604 1.826 -4.859
N 2.363 1.277 -3.569
C 3.468 1.593 -2.664
H 1.806 4.193 -4.801
H 2.675 3.245 -6.010
H 3.413 3.375 -4.451
H 1.775 0.513 -3.203
H 4.431 1.613 -3.185
H 3.560 0.647 -2.126
H 3.217 2.424 -2.011
C -1.194 -1.449 4.256
C -1.326 -2.837 3.647
O -2.025 -3.666 4.238
N -0.753 -3.033 2.457
C -0.949 -4.158 1.568
H -0.110 -1.296 4.293
H -1.629 -1.479 5.248
H -1.630 -0.680 3.621
H -0.271 -2.236 2.052
H -0.014 -4.501 1.129
H -1.578 -3.779 0.756
H -1.476 -4.934 2.116
C -1.575 -5.445 -3.068
C -0.873 -4.117 -2.983
O -1.254 -3.181 -3.660
N 0.182 -3.946 -2.123
C 1.144 -4.970 -1.817
H -1.005 -6.187 -2.505
H -1.509 -5.781 -4.108
H -2.630 -5.547 -2.828
H 0.564 -3.002 -2.003
H 2.034 -4.981 -2.461
H 0.742 -5.980 -1.918
H 1.514 -4.937 -0.788
C -0.120 5.092 -2.070
C -0.663 3.669 -1.948
O -1.110 3.159 -2.969
N -0.731 3.068 -0.754
C -0.178 3.602 0.450
H -0.397 5.689 -2.931
H 0.965 4.893 -2.123
H -0.132 5.750 -1.194
H -1.173 2.103 -0.654
H 0.310 2.797 1.016
H -0.858 4.043 1.160
H 0.698 4.242 0.302
C -5.223 -2.636 -0.309
C -4.165 -1.591 -0.587
O -3.916 -1.269 -1.735
N -3.496 -1.064 0.464
C -3.893 -1.091 1.831
H -5.244 -3.482 -0.992
H -6.181 -2.116 -0.376
H -5.059 -3.107 0.664
H -2.678 -0.457 0.319
H -4.959 -1.304 1.989
H -3.753 -0.169 2.397
H -3.465 -1.922 2.411
C -1.438 5.908 4.275
C -1.868 4.927 3.192
O -2.483 5.290 2.206
N -1.555 3.639 3.451
C -2.056 2.474 2.671
H -1.558 5.473 5.268
H -1.805 6.914 4.117
H -0.344 5.949 4.188
H -1.171 3.374 4.342
H -2.927 2.254 3.293
H -1.330 1.684 2.498
H -2.331 2.845 1.691

Charges in e, computed with Mulliken, in the same order as the atoms: atom 1 (O): -1.019, atom 2 (C): 1.254, atom 3 (C): 1.691, atom 4 (O): -0.930, atom 5 (H): -0.517, atom 6 (H): -0.506, atom 7 (H): 0.053, atom 8 (H): -1.945, atom 9 (C): 0.173, atom 10 (C): -0.106, atom 11 (O): -0.378, atom 12 (C): 0.608, atom 13 (O): -0.578, atom 14 (O): -0.342, atom 15 (H): 0.236, atom 16 (H): -0.049, atom 17 (H): 0.262, atom 18 (H): 0.274, atom 19 (C): -1.059, atom 20 (C): 0.664, atom 21 (O): -0.592, atom 22 (N): -0.006, atom 23 (C): -1.063, atom 24 (H): 0.174, atom 25 (H): 0.313, atom 26 (H): 0.358, atom 27 (H): 0.185, atom 28 (H): 0.422, atom 29 (H): 0.364, atom 30 (H): 0.218, atom 31 (C): -0.735, atom 32 (C): 0.705, atom 33 (O): -0.736, atom 34 (N): -0.090, atom 35 (C): -0.800, atom 36 (H): 0.386, atom 37 (H): 0.334, atom 38 (H): -0.074, atom 39 (H): -0.060, atom 40 (H): 0.131, atom 41 (H): 0.277, atom 42 (H): 0.377, atom 43 (C): -1.098, atom 44 (C): 0.743, atom 45 (O): -0.592, atom 46 (N): 0.381, atom 47 (C): -0.964, atom 48 (H): 0.287, atom 49 (H): 0.299, atom 50 (H): 0.250, atom 51 (H): -0.125, atom 52 (H): 0.305, atom 53 (H): 0.317, atom 54 (H): 0.225, atom 55 (C): -1.164, atom 56 (C): 0.675, atom 57 (O): -0.636, atom 58 (N): 0.531, atom 59 (C): -1.034, atom 60 (H): 0.342, atom 61 (H): 0.203, atom 62 (H): 0.333, atom 63 (H): 0.012, atom 64 (H): 0.171, atom 65 (H): 0.020, atom 66 (H): 0.556, atom 67 (C): -1.263, atom 68 (C): 0.840, atom 69 (O): -0.616, atom 70 (N): 0.404, atom 71 (C): -0.957, atom 72 (H): 0.294, atom 73 (H): 0.269, atom 74 (H): 0.348, atom 75 (H): -0.069, atom 76 (H): 0.494, atom 77 (H): -0.036, atom 78 (H): 0.340, atom 79 (C): -1.315, atom 80 (C): 0.843, atom 81 (O): -0.638, atom 82 (N): -0.168, atom 83 (C): -0.612, atom 84 (H): 0.354, atom 85 (H): 0.331, atom 86 (H): 0.300, atom 87 (H): 0.218, atom 88 (H): 0.386, atom 89 (H): -0.026, atom 90 (H): 0.364

***

[2]
C40H80BCl2N4O10S6 | ωB97M-V/def2-TZVPD

Output
Total charge = +1
HOMO = -10.25 eV
Largest force on an atom = 0.04652 Eh/bohr
Gap between HOMO and LUMO = 7.47 eV
ΔE to the lowest compared entry with this formula, charge and spin = 0.0 kJ/mol
LUMO = -0.10199 Ha

CARTESIAN COORDINATES (ANGSTROEM)
C 5.711 -5.903 0.909
C 5.941 -5.023 -0.357
C 4.611 -4.549 -1.014
C 4.061 -3.404 -0.139
C 2.609 -2.956 -0.502
C 1.654 -2.931 0.766
C 1.201 -1.549 1.127
N 2.048 -0.749 1.676
B 3.480 -1.006 2.067
O 4.522 -0.387 1.454
O 3.695 -1.943 3.058
C 3.443 -1.356 4.360
C 1.478 0.622 1.922
O 1.891 1.308 0.750
C 2.802 2.382 1.033
C 2.162 3.683 1.575
C 3.225 4.315 2.531
C 1.791 4.702 0.469
C 3.013 5.422 -0.182
C 0.757 5.743 1.024
C -0.014 0.239 2.024
N -0.273 -0.550 3.273
C 0.184 -0.025 4.289
O 0.767 0.436 5.211
C -0.989 1.413 1.961
C -0.858 2.407 0.967
C -1.804 3.406 1.038
C -2.808 3.470 1.987
N -2.947 2.513 2.899
C -2.049 1.551 2.840
C -0.207 -0.899 0.917
C -0.114 -0.461 -0.602
N -0.884 -1.394 -1.457
C -0.070 -1.853 -2.591
C -1.362 -1.824 1.308
Cl -1.052 -3.343 2.165
C -2.643 -1.569 1.026
C -3.767 -2.511 1.466
Cl -3.135 -0.128 0.163
H 5.930 -5.326 1.822
H 4.664 -6.230 0.957
H 6.408 -6.751 0.938
H 6.542 -4.154 -0.043
H 6.562 -5.576 -1.076
H 3.945 -5.416 -1.090
H 4.910 -4.150 -1.995
H 4.724 -2.530 -0.246
H 4.145 -3.726 0.913
H 2.216 -3.653 -1.252
H 2.677 -1.932 -0.901
H 2.159 -3.443 1.596
H 0.810 -3.576 0.503
H 5.149 -0.205 2.173
H 4.340 -1.422 4.990
H 2.639 -1.894 4.879
H 3.199 -0.284 4.262
H 1.926 1.226 2.723
H 3.623 2.072 1.701
H 3.284 2.638 0.077
H 1.313 3.440 2.237
H 3.314 3.746 3.467
H 3.025 5.374 2.731
H 4.223 4.281 2.063
H 1.282 4.147 -0.339
H 2.929 6.498 0.014
H 3.990 5.024 0.111
H 2.948 5.301 -1.274
H 0.216 5.286 1.863
H 1.254 6.674 1.322
H 0.030 5.940 0.227
H -0.083 2.378 0.210
H -1.749 4.218 0.310
H -3.522 4.295 2.000
H -2.160 0.755 3.582
H 0.931 -0.551 -0.928
H -0.500 0.546 -0.787
H -1.634 -0.856 -1.876
H 0.826 -2.409 -2.299
H -0.695 -2.570 -3.151
H 0.159 -1.052 -3.320
H -3.641 -2.676 2.542
H -4.755 -2.114 1.221
H -3.680 -3.487 0.970
C 0.163 -7.133 -4.771
S 0.248 -5.660 -3.749
O 1.366 -5.851 -2.775
C -1.290 -5.952 -2.866
H 1.060 -7.172 -5.386
H 0.115 -8.020 -4.138
H -0.716 -7.074 -5.413
H -1.246 -6.913 -2.353
H -2.121 -5.935 -3.571
H -1.419 -5.155 -2.134
C -5.324 -2.689 5.955
S -4.527 -4.229 5.474
O -4.873 -4.491 4.050
C -5.541 -5.289 6.513
H -4.860 -1.876 5.399
H -6.388 -2.732 5.718
H -5.182 -2.525 7.024
H -6.592 -5.170 6.251
H -5.380 -5.032 7.560
H -5.238 -6.321 6.343
C -6.791 6.131 0.677
S -5.456 6.767 -0.344
O -4.174 6.282 0.248
C -5.655 8.485 0.135
H -6.824 5.049 0.559
H -6.607 6.379 1.723
H -7.736 6.563 0.346
H -5.543 8.584 1.216
H -6.640 8.837 -0.179
H -4.884 9.069 -0.365
C -8.111 10.538 -3.652
S -9.452 9.646 -2.852
O -8.925 9.115 -1.566
C -9.494 8.277 -4.018
H -7.891 11.423 -3.058
H -7.225 9.905 -3.706
H -8.421 10.841 -4.652
H -8.520 7.787 -4.049
H -9.761 8.649 -5.007
H -10.248 7.568 -3.682
C 0.757 -5.251 -8.452
S -0.811 -4.388 -8.272
O -1.390 -4.793 -6.962
C -1.682 -5.305 -9.550
H 1.449 -4.857 -7.710
H 0.613 -6.320 -8.286
H 1.157 -5.075 -9.450
H -1.673 -6.370 -9.314
H -1.207 -5.126 -10.514
H -2.710 -4.949 -9.581
C 8.083 -0.488 0.594
S 8.914 0.605 1.759
O 9.618 1.640 0.966
C 10.143 -0.590 2.301
H 7.290 0.075 0.105
H 8.790 -0.845 -0.155
H 7.649 -1.332 1.134
H 10.724 -0.936 1.446
H 9.646 -1.430 2.786
H 10.803 -0.098 3.013

These are the Mulliken partial charges, in e, on atoms 1 to 99: atom 1 (C): -1.042, atom 2 (C): -0.467, atom 3 (C): -0.684, atom 4 (C): -0.912, atom 5 (C): -0.052, atom 6 (C): -1.072, atom 7 (C): -2.001, atom 8 (N): 0.956, atom 9 (B): 0.960, atom 10 (O): -0.592, atom 11 (O): -0.470, atom 12 (C): -0.655, atom 13 (C): -1.799, atom 14 (O): -0.381, atom 15 (C): -0.881, atom 16 (C): 1.123, atom 17 (C): -1.828, atom 18 (C): 1.232, atom 19 (C): -1.485, atom 20 (C): -1.677, atom 21 (C): 2.956, atom 22 (N): -1.140, atom 23 (C): 0.653, atom 24 (O): -0.511, atom 25 (C): -0.254, atom 26 (C): 0.279, atom 27 (C): -1.850, atom 28 (C): -0.785, atom 29 (N): -0.671, atom 30 (C): 0.085, atom 31 (C): 2.060, atom 32 (C): -1.899, atom 33 (N): -0.033, atom 34 (C): -0.798, atom 35 (C): -0.806, atom 36 (Cl): -0.204, atom 37 (C): 0.767, atom 38 (C): -1.406, atom 39 (Cl): -0.228, atom 40 (H): 0.228, atom 41 (H): 0.271, atom 42 (H): 0.343, atom 43 (H): 0.149, atom 44 (H): 0.453, atom 45 (H): 0.376, atom 46 (H): 0.350, atom 47 (H): 0.087, atom 48 (H): 0.262, atom 49 (H): 0.208, atom 50 (H): 0.379, atom 51 (H): 0.783, atom 52 (H): 0.614, atom 53 (H): 0.259, atom 54 (H): 0.314, atom 55 (H): 0.243, atom 56 (H): 0.273, atom 57 (H): 1.513, atom 58 (H): 0.160, atom 59 (H): 0.390, atom 60 (H): -0.179, atom 61 (H): 0.384, atom 62 (H): 0.387, atom 63 (H): 0.407, atom 64 (H): 0.154, atom 65 (H): 0.379, atom 66 (H): 0.363, atom 67 (H): 0.335, atom 68 (H): 0.286, atom 69 (H): 0.570, atom 70 (H): 0.338, atom 71 (H): 0.552, atom 72 (H): 0.731, atom 73 (H): 0.535, atom 74 (H): 0.532, atom 75 (H): -0.071, atom 76 (H): 0.831, atom 77 (H): 0.428, atom 78 (H): 0.179, atom 79 (H): 0.364, atom 80 (H): 0.292, atom 81 (H): 0.303, atom 82 (H): 0.472, atom 83 (H): 0.254, atom 84 (C): -1.076, atom 85 (S): 0.649, atom 86 (O): -0.652, atom 87 (C): -0.877, atom 88 (H): 0.319, atom 89 (H): 0.375, atom 90 (H): 0.355, atom 91 (H): 0.385, atom 92 (H): 0.380, atom 93 (H): 0.132, atom 94 (C): -0.837, atom 95 (S): 0.543, atom 96 (O): -0.598, atom 97 (C): -0.979, atom 98 (H): 0.223, atom 99 (H): 0.309